Entry 1:
# C3H8NO3P

A 2-piece molecular cluster, C3H8NO3P overall at a distorted geometry (wB97M-V/def2-TZVPD, the OMol25 dataset).

Each line ends with the natural charge from an NBO analysis.
Positions of all 16 atoms, in Å:
C  -1.0182  2.1690  -2.0369  1.04
C  0.8456  0.7032  0.5798  -0.17
C  -0.2904  0.0279  -0.2113  -0.55
N  -0.8865  -0.8136  0.9503  -0.75
O  -1.9665  2.0211  -1.4649  -0.49
O  0.0467  2.2543  -2.4927  -0.55
O  0.1945  1.5726  1.5234  -0.75
P  0.4268  -1.0724  -1.5114  0.20
H  1.4865  0.0197  1.1705  0.14
H  1.3883  1.3174  -0.1692  0.20
H  -1.8726  -0.5406  1.2621  0.42
H  -0.7715  -1.8089  0.8610  0.40
H  -0.2115  -0.4764  1.7536  0.43
H  -0.5034  1.9864  1.0988  0.47
H  0.9061  0.0265  -2.1139  0.00
H  -0.7955  -1.3222  -2.2825  -0.03

Its spin multiplicity is 1. The value obtained for the highest occupied orbital energy is -6.7888 eV. For the total energy, the calculation gives -740.81872 Ha. The energy above the lowest of the compared OMol25 structures with the same formula, charge and spin comes out at 4.730 eV. The value obtained for the strongest force on any atom is 4.960 eV Å⁻¹. The HOMO-LUMO gap is 7.1842 eV.


Entry 2:
# C8H9ClSi

One molecule with the formula C8H9ClSi at a distorted geometry (wB97M-V/def2-TZVPD, the OMol25 dataset).

Each line ends with the natural charge from an NBO analysis.
Positions of all 19 atoms, in Å:
C  0.5866  0.0350  1.2342  -0.35
C  0.2327  -0.2800  2.4464  0.13
C  -1.9394  1.2792  -0.1109  -0.45
C  -2.8066  0.4759  0.0104  -0.09
C  0.1886  -1.3980  0.7001  -0.38
C  0.9934  -1.6252  -0.5712  -0.40
C  0.9836  -0.2125  -1.2179  -0.38
C  0.9998  0.8020  0.0492  -0.65
Si  -0.2786  2.2202  -0.0108  1.17
Cl  -4.1475  -0.4826  0.1587  0.12
H  0.2050  -2.2154  1.4370  0.26
H  -0.9511  -1.2926  0.5328  0.22
H  1.9446  -2.0248  -0.3601  0.21
H  0.3924  -2.3021  -1.0899  0.23
H  1.9439  -0.2348  -1.6903  0.22
H  0.1627  0.0039  -1.8230  0.22
H  1.9059  1.4131  0.3290  0.26
H  -0.4511  2.8789  1.1718  -0.16
H  0.0349  2.9597  -1.1955  -0.17

Its spin multiplicity is 1. The value obtained for the highest occupied orbital energy is -8.8503 eV. For the total energy, the calculation gives -1059.67041 Ha. The energy above the lowest of the compared OMol25 structures with the same formula, charge and spin comes out at 6.763 eV. The value obtained for the strongest force on any atom is 4.079 eV Å⁻¹. The HOMO-LUMO gap is 9.5153 eV.


Entry 3:
# C50H35Cl3N2O8P2SiTa

C50H35Cl3N2O8P2SiTa as an isolated structure at a distorted geometry (wB97M-V/def2-TZVPD, the OMol25 dataset).

Each line ends with the Mulliken charge.
Positions of all 102 atoms, in Å:
Ta  0.2556  -11.8597  17.3895  0.34
C  -1.2853  -12.4296  13.6726  -1.44
Si  -1.6549  -12.4511  15.5208  1.42
C  -2.7553  -10.8711  15.6783  0.15
C  -3.4271  -10.3215  14.6035  -0.53
C  -4.0006  -9.0555  14.6554  -0.76
C  -3.9966  -8.3664  15.8810  -1.03
C  -3.3865  -8.9144  16.9896  -0.29
C  -2.6969  -10.1547  16.8575  0.75
P  -2.1573  -11.2744  18.1526  2.50
C  -3.6429  -11.9201  18.9425  1.10
C  -4.0179  -13.2592  18.9428  -0.51
C  -5.2101  -13.6363  19.5937  -1.05
C  -6.0051  -12.6866  20.2161  -0.84
C  -5.6817  -11.3457  20.0929  -0.72
C  -4.5375  -10.9747  19.4397  -0.82
C  -1.3402  -10.3432  19.4683  0.50
C  -0.1088  -9.7955  19.2583  -0.73
C  0.9185  -9.5639  20.3193  -0.68
C  0.4569  -9.9794  21.7405  -0.10
C  -1.0075  -10.1830  21.9160  -1.43
C  -1.7633  -10.5050  20.8762  -0.99
C  -2.3216  -14.2612  15.8777  0.31
C  -3.3833  -14.9076  15.2102  -0.62
C  -3.5569  -16.2710  15.2653  -0.91
C  -2.6843  -17.0966  15.9374  -0.86
C  -1.6044  -16.5306  16.5826  -0.72
C  -1.4483  -15.1470  16.5591  0.20
P  -0.2816  -14.3947  17.7595  1.96
C  -0.9987  -14.7353  19.4169  0.29
C  -1.8614  -15.7806  19.6778  -0.79
C  -2.4844  -15.9330  20.9035  -0.67
C  -2.2350  -15.0363  21.9244  -0.93
C  -1.4279  -13.9346  21.6514  -0.42
C  -0.7998  -13.7873  20.4073  0.61
C  1.2428  -15.3426  17.6770  0.24
C  1.8391  -15.8902  18.8141  -0.57
C  3.1069  -16.4455  18.7454  -0.81
C  3.8175  -16.4210  17.5635  -0.72
C  3.2553  -15.8997  16.4047  -0.71
C  1.9637  -15.3615  16.4703  -0.50
H  -2.1764  -12.6103  13.0914  0.68
H  -0.8842  -11.4354  13.3934  0.33
H  -0.5120  -13.2069  13.3888  0.26
H  -3.5418  -10.8799  13.6565  0.31
H  -4.4171  -8.6344  13.7494  0.47
H  -4.4509  -7.3739  15.9653  0.41
H  -3.4672  -8.4252  17.9877  0.34
H  -3.4160  -14.0468  18.4742  0.53
H  -5.4956  -14.6662  19.5889  0.53
H  -6.9283  -12.9313  20.7307  0.42
H  -6.3450  -10.5993  20.5295  0.44
H  -4.2235  -9.9392  19.4538  0.43
H  0.1375  -9.3274  18.2867  -0.04
H  1.0367  -8.4715  20.3211  0.88
H  0.8228  -9.2043  22.3985  0.86
H  -1.4238  -10.1857  22.9248  0.47
H  -2.8108  -10.6719  21.0299  0.44
H  -4.0652  -14.3110  14.6193  0.53
H  -4.4115  -16.7077  14.7230  0.39
H  -2.8386  -18.1553  15.9677  0.49
H  -0.9124  -17.1827  17.1044  0.61
H  -2.0657  -16.5237  18.9279  0.40
H  -3.1252  -16.7962  21.1142  0.42
H  -2.6226  -15.1564  22.9406  0.42
H  -1.1273  -13.2432  22.4304  0.34
H  -0.0800  -13.0119  20.2204  -0.30
H  1.3014  -15.8452  19.7605  0.41
H  3.6324  -16.8355  19.6004  0.42
H  4.7861  -16.9047  17.5195  0.40
H  3.7748  -15.8840  15.4500  0.45
H  1.5204  -14.9624  15.5631  0.34
Cl  6.0589  -8.7146  20.7002  -0.21
C  4.7553  -9.7502  20.1016  -0.03
C  4.9900  -11.0271  19.6199  -0.72
C  3.8975  -11.7955  19.1987  0.54
Cl  4.3148  -13.3301  18.4759  -0.12
C  2.5854  -11.2960  19.2964  -1.30
O  1.4666  -12.0479  18.9361  1.07
C  2.3657  -10.0489  19.9455  0.88
Cl  1.2310  -11.4476  22.2945  -0.15
C  3.4646  -9.2725  20.3140  -1.24
H  6.0092  -11.3893  19.5445  0.51
H  3.3725  -8.3266  20.8360  0.49
O  2.1261  -12.7488  13.9330  -0.57
C  1.7843  -11.9572  14.7140  0.14
O  1.5705  -12.2531  15.9899  -0.29
C  1.5682  -10.5068  14.4221  0.74
C  1.9907  -9.9662  13.2187  -1.14
C  1.7148  -8.6364  12.9685  -0.43
C  1.0687  -7.7796  13.8525  -0.18
C  0.7011  -8.2958  15.0459  -1.12
C  0.8494  -9.7141  15.2949  0.19
O  0.2773  -10.1936  16.4166  0.62
N  -0.0378  -7.4813  15.9790  1.08
O  -1.0041  -6.9342  15.4998  -0.57
O  0.3091  -7.4358  17.1634  -0.64
N  2.0794  -8.0070  11.6871  1.01
O  1.5140  -6.9406  11.4257  -0.59
O  2.8240  -8.6030  10.9352  -0.58
H  2.5068  -10.5698  12.4823  0.66
H  0.8932  -6.7749  13.5704  0.71

Its spin multiplicity is 1. Its charge is +1. The value obtained for the highest occupied orbital energy is -10.6699 eV. For the total energy, the calculation gives -5047.27980 Ha. The energy above the lowest of the compared OMol25 structures with the same formula, charge and spin comes out at 1.138 eV. The value obtained for the strongest force on any atom is 3.192 eV Å⁻¹. The HOMO-LUMO gap is 6.5447 eV.


Entry 4:
# C32H35CrN4O4P2Se

C32H35CrN4O4P2Se as an isolated structure (wB97M-V/def2-TZVPD, the OMol25 dataset).

Each line ends with the Mulliken charge.
Positions of all 79 atoms, in Å:
Cr  0.2317  -0.5479  2.1363  -0.63
N  -1.1239  -2.1467  2.1895  0.67
C  -0.3886  -3.4215  2.0298  -0.41
C  0.7017  -3.2366  0.9820  -0.69
N  1.4651  -1.9865  1.2027  0.37
C  2.6747  -2.1023  2.0472  -0.53
C  2.2880  -2.2568  3.5062  -0.83
N  1.2233  -1.2843  3.8480  0.15
H  -1.6618  -2.2009  3.0653  0.08
H  -1.8452  -2.0862  1.4733  -0.16
H  -1.0622  -4.2264  1.7314  0.51
H  0.0174  -3.6968  3.0022  -0.05
H  0.2456  -3.1564  -0.0096  0.19
H  1.3684  -4.1033  0.9625  0.55
H  1.7592  -1.6180  0.2947  -0.41
H  3.2360  -1.1784  1.9035  0.17
H  3.2981  -2.9416  1.7251  0.59
H  3.1648  -2.1253  4.1415  0.51
H  1.8938  -3.2504  3.7163  0.31
H  1.6395  -0.4373  4.2275  0.33
H  0.6634  -1.7013  4.6073  -0.15
O  2.0719  2.8478  2.8144  -0.65
C  1.3215  1.9142  2.7055  0.66
O  1.5945  0.8051  2.0478  -0.15
C  -0.1170  1.9025  3.3272  0.51
O  -0.5798  2.8621  3.8745  -0.65
O  -0.7424  0.7569  3.1229  -0.26
Se  -0.2351  -3.6427  5.8315  -0.31
C  -1.8104  -3.4483  4.9536  0.29
N  -2.7826  -3.3153  4.3300  -0.63
C  -0.3363  -0.3544  -1.6008  -2.40
P  -0.9745  0.2610  0.0050  2.97
C  -2.6524  -0.4422  0.1149  -0.94
C  -3.3804  -0.0892  1.2574  -0.30
C  -4.6292  -0.6407  1.4834  -0.58
C  -5.1681  -1.5446  0.5747  -0.61
C  -4.4583  -1.8865  -0.5644  -0.76
C  -3.1999  -1.3396  -0.7953  0.08
C  -1.3416  2.0177  -0.2989  0.69
C  -2.4245  2.3474  -1.1166  -1.02
C  -2.7224  3.6739  -1.3744  -0.79
C  -1.9538  4.6828  -0.8056  -0.73
C  -0.8793  4.3610  0.0058  -1.22
C  -0.5685  3.0313  0.2503  -0.45
P  1.5089  -0.2555  -1.7153  0.43
C  1.8373  1.5336  -1.6491  0.54
C  1.3265  2.4227  -2.5970  -0.40
C  1.5826  3.7769  -2.4854  -0.76
C  2.3488  4.2549  -1.4256  -0.53
C  2.8559  3.3807  -0.4792  -0.50
C  2.6041  2.0180  -0.5936  -0.58
C  1.7692  -0.6271  -3.4862  0.50
C  0.8783  -1.3754  -4.2499  -0.37
C  1.1720  -1.6923  -5.5706  -0.70
C  2.3601  -1.2672  -6.1412  -0.52
C  3.2587  -0.5247  -5.3855  -0.63
C  2.9679  -0.2111  -4.0689  -0.50
H  -0.8444  0.1515  -2.4265  1.02
H  -0.5702  -1.4228  -1.6477  0.70
H  -2.9495  0.5919  1.9834  0.45
H  -5.1728  -0.3820  2.3815  0.47
H  -6.1377  -1.9858  0.7621  0.40
H  -4.8779  -2.5829  -1.2786  0.45
H  -2.6646  -1.6135  -1.6956  0.38
H  -3.0463  1.5669  -1.5392  0.42
H  -3.5648  3.9227  -2.0065  0.44
H  -2.2002  5.7197  -0.9935  0.41
H  -0.2758  5.1369  0.4573  0.56
H  0.2967  2.7998  0.8493  0.95
H  0.7338  2.0517  -3.4259  0.41
H  1.1829  4.4645  -3.2196  0.46
H  2.5415  5.3166  -1.3379  0.43
H  3.4265  3.7491  0.3630  0.39
H  2.9772  1.3395  0.1627  0.41
H  -0.0582  -1.7181  -3.8285  0.34
H  0.4660  -2.2704  -6.1525  0.41
H  2.5865  -1.5109  -7.1707  0.38
H  4.1885  -0.1877  -5.8246  0.40
H  3.6720  0.3752  -3.4899  0.41

Its spin multiplicity is 4. The value obtained for the highest occupied orbital energy (alpha / beta) is -7.4418 / -7.4422 eV. For the total energy, the calculation gives -5889.16341 Ha. The energy above the lowest of the compared OMol25 structures with the same formula, charge and spin comes out at 0.042 eV. The value obtained for the strongest force on any atom is 0.234 eV Å⁻¹. The HOMO-LUMO gap (alpha / beta) is 7.3992 / 7.3945 eV.


Entry 5:
# C53H49CaF3N7O4SSi

C53H49CaF3N7O4SSi as an isolated structure at a distorted geometry (wB97M-V/def2-TZVPD, the OMol25 dataset).

Each line ends with the Mulliken charge.
Positions of all 119 atoms, in Å:
Ca  -0.4649  0.5939  -0.2374  3.54
C  2.6064  -2.2914  -2.1708  -1.25
C  2.0206  -1.0537  -1.9140  -0.51
N  1.5559  -0.7636  -0.7138  1.67
C  1.6137  -1.7047  0.2231  -0.74
C  2.0724  -2.9810  -0.0869  -0.53
N  2.5956  -3.2607  -1.2707  -0.61
C  1.2833  -1.1971  1.6269  2.23
C  1.4893  -2.1946  2.7358  -2.29
C  0.5947  -2.3084  3.7510  0.76
C  -0.6816  -1.6910  3.6021  -1.23
C  -0.9101  -0.8882  2.4920  -0.45
N  0.0024  -0.5671  1.5868  0.64
C  -2.2235  -0.2646  2.2502  0.40
C  -3.2424  -0.1690  3.2106  -0.71
N  -4.3804  0.4559  2.9761  -0.66
C  -4.5404  0.9950  1.7737  -0.85
C  -3.5544  0.8874  0.8015  -0.33
N  -2.4164  0.2643  1.0405  0.78
C  0.9634  -2.9827  5.0071  0.72
C  2.0334  -3.8766  5.1000  -0.32
C  2.4183  -4.3596  6.3366  -0.48
N  1.8130  -4.0450  7.4714  -0.67
C  0.7795  -3.2222  7.3909  -0.35
C  0.3261  -2.6641  6.2092  -0.70
H  3.0653  -2.5225  -3.1227  0.53
H  1.9537  -0.2731  -2.6583  0.22
H  2.0532  -3.7940  0.6264  0.69
H  2.4697  -2.6412  2.7808  0.22
H  -1.4702  -1.9293  4.2945  0.70
H  -3.1443  -0.5975  4.1999  0.49
H  -5.4657  1.5300  1.6130  0.48
H  -3.6647  1.3205  -0.1794  0.37
H  2.5711  -4.1827  4.2187  0.44
H  3.2659  -5.0278  6.4333  0.37
H  0.2981  -2.9881  8.3328  0.36
H  -0.4951  -1.9656  6.2293  0.42
N  0.7837  2.3676  2.4766  -0.34
C  -0.0288  3.4898  2.9123  -0.91
C  -1.3411  3.5396  2.1348  -0.13
C  -1.0922  3.6202  0.6028  0.10
O  -1.0566  4.7363  0.0925  -0.75
O  -0.9478  2.5215  -0.0003  0.21
H  0.2281  1.5167  2.4816  -0.44
H  1.5771  2.2229  3.0927  0.27
H  0.5346  4.4137  2.7382  0.41
H  -0.2718  3.4547  3.9912  0.47
H  -1.9039  4.4223  2.4448  0.47
H  -1.9222  2.6396  2.3443  -0.21
C  -0.1968  -3.0278  -3.4488  -1.71
C  -1.1196  -2.0931  -4.2269  2.29
C  -1.9006  -2.9451  -5.2285  -1.87
C  -0.2630  -1.0814  -4.9875  -1.93
Si  -2.1668  -1.0876  -2.9415  -1.79
O  -1.2573  -0.4337  -1.8467  -0.40
C  -3.4177  -2.2083  -2.0104  1.03
C  -3.3391  -3.5901  -1.8931  -0.14
C  -4.1452  -4.2988  -1.0195  -0.92
C  -5.0565  -3.6335  -0.2179  -0.65
C  -5.1583  -2.2553  -0.3176  -0.56
C  -4.3522  -1.5676  -1.2046  -0.60
C  -3.1745  0.2560  -3.8641  0.64
C  -3.3876  1.4597  -3.1999  0.44
C  -4.1131  2.4902  -3.7728  -1.01
C  -4.5992  2.3643  -5.0641  -0.55
C  -4.3625  1.1931  -5.7620  -0.81
C  -3.6811  0.1524  -5.1542  -0.26
H  0.6544  -3.3510  -4.0538  0.51
H  -0.7222  -3.9205  -3.1190  0.27
H  0.1695  -2.5211  -2.5642  0.16
H  -1.2249  -3.5914  -5.7952  0.49
H  -2.4352  -2.3305  -5.9465  0.39
H  -2.6255  -3.5767  -4.7201  0.20
H  0.4363  -1.5742  -5.6687  0.51
H  0.3033  -0.4730  -4.2872  0.31
H  -0.8924  -0.4118  -5.5702  0.36
H  -2.6330  -4.1380  -2.4978  0.04
H  -4.0596  -5.3775  -0.9547  0.42
H  -5.6852  -4.1839  0.4694  0.38
H  -5.8713  -1.7212  0.3000  0.42
H  -4.4476  -0.4968  -1.2895  0.39
H  -2.9454  1.5913  -2.2202  -0.04
H  -4.2960  3.4009  -3.2166  0.46
H  -5.1494  3.1730  -5.5295  0.36
H  -4.7094  1.0911  -6.7839  0.41
H  -3.5366  -0.7560  -5.7172  0.17
C  1.2288  4.1002  -1.5987  -1.60
S  1.5041  2.3044  -1.3984  1.72
O  1.7765  1.8197  -2.7626  -0.88
C  3.1654  2.5325  -0.6784  -0.14
C  4.2757  2.1952  -1.4272  -0.79
C  5.5452  2.3691  -0.9023  -0.77
C  5.6987  2.8831  0.3745  -0.29
C  4.5804  3.2083  1.1284  -0.89
C  3.3087  3.0210  0.6093  0.34
H  1.9078  4.4771  -2.3552  0.43
H  1.3775  4.5861  -0.6431  0.49
H  0.1934  4.2311  -1.8952  0.44
H  4.1127  1.8017  -2.4191  0.54
H  6.4114  2.1017  -1.4893  0.45
H  6.6887  3.0235  0.7869  0.43
H  4.7009  3.6006  2.1286  0.41
H  2.4235  3.2239  1.1926  0.06
F  9.7186  -0.5246  -0.0808  -0.29
C  9.3210  -0.4860  1.2002  0.82
F  10.0009  0.5317  1.7665  -0.27
F  9.8160  -1.6058  1.7742  -0.27
C  7.8401  -0.3610  1.3691  0.42
C  7.3271  -0.0573  2.6274  -1.12
C  5.9632  0.0638  2.8074  -0.21
C  5.0909  -0.1489  1.7339  0.27
C  5.6219  -0.4701  0.4762  -0.18
C  6.9821  -0.5670  0.2929  -0.96
C  3.6869  -0.1717  1.8497  -0.03
C  2.4821  -0.3125  1.7827  -1.15
H  8.0107  0.0782  3.4538  0.40
H  5.5605  0.3073  3.7803  0.56
H  4.9361  -0.6491  -0.3396  0.60
H  7.3907  -0.7955  -0.6785  0.53

Its spin multiplicity is 1. Its charge is -1. The value obtained for the highest occupied orbital energy is -4.7346 eV. For the total energy, the calculation gives -4398.40802 Ha. The energy above the lowest of the compared OMol25 structures with the same formula, charge and spin comes out at 0.000 eV. The value obtained for the strongest force on any atom is 2.475 eV Å⁻¹. The HOMO-LUMO gap is 6.4006 eV.